Record 1
Entry from the OMol25 dataset: an isolated ion of composition C24H27Br2 and charge +1 at a distorted geometry (the ωB97M-V functional and the def2-TZVPD basis).

Properties
LUMO energy: -5.7 eV
total charge: +1

```
53
Properties=species:S:1:pos:R:3:forces:R:3
C -4.313 -2.380 0.013 -0.17 0.11 -0.41
C 0.978 0.255 0.628 1.56 0.39 1.84
H 1.119 2.859 -0.360 0.17 -0.34 -0.19
C 2.998 -2.809 1.855 -0.54 0.07 0.18
H 3.484 5.927 -3.027 0.04 -0.16 0.11
C -1.460 -0.565 0.287 0.12 0.44 0.44
H 0.528 -2.731 4.198 0.07 -0.01 0.11
H -3.776 -1.183 -1.735 -0.12 -0.12 0.11
C 2.080 0.976 -0.152 -0.39 0.57 -0.13
C 2.982 2.902 -1.468 0.98 0.83 -0.57
C -1.865 -1.841 0.881 0.93 -0.60 0.45
H 4.359 1.228 -1.624 -0.06 0.29 -0.33
H 3.845 -3.406 1.549 0.01 0.00 0.00
C 1.552 -0.887 1.518 -0.34 0.34 -0.26
C -0.098 -0.342 -0.284 -0.99 -0.98 -1.64
H 0.025 -0.612 3.009 0.06 -0.16 -0.01
H -2.299 -1.657 1.882 0.00 0.18 -0.41
H -4.115 1.440 1.201 0.11 -0.23 -0.11
C 2.801 4.260 -1.836 0.20 -0.77 0.12
C 1.138 -2.426 3.360 0.23 0.05 -0.50
C 3.664 4.900 -2.723 0.34 -0.30 -0.03
H -0.946 -2.434 1.027 -0.31 0.22 -0.02
C -2.338 0.608 0.315 -1.13 -0.03 0.15
H -4.875 -3.261 -0.333 0.28 0.15 0.25
C -2.849 -2.798 0.119 -0.27 -0.23 -0.30
C -3.819 0.473 0.773 0.20 0.20 -0.09
H -2.280 1.060 -0.690 0.03 0.12 0.21
Br 5.886 5.048 -4.522 -0.15 -0.18 0.31
H -4.774 0.888 -1.134 -0.05 -0.01 0.23
C 4.771 4.209 -3.235 -0.66 -0.38 0.30
H -3.917 -0.252 1.592 0.15 0.20 -0.16
Br 2.514 -4.919 3.743 -0.02 0.44 -0.14
H -2.441 -2.981 -0.886 -0.09 0.00 0.29
C 5.013 2.883 -2.840 -0.20 0.29 0.09
C 2.663 -1.648 1.149 -0.05 -0.31 0.10
H 0.299 -1.304 -0.645 -0.17 0.21 0.06
H -5.820 0.157 0.088 0.28 0.04 -0.10
H -0.232 0.311 -1.163 0.12 -0.04 0.37
C 0.839 -1.251 2.664 0.32 -0.35 -0.02
C 4.136 2.244 -1.959 -0.23 0.47 0.00
H -4.712 -2.122 1.004 0.03 -0.15 -0.20
H 0.525 0.970 1.337 -0.01 -0.07 -0.42
C -4.808 0.125 -0.344 -0.08 -0.04 -0.03
H -2.822 -3.755 0.663 0.30 0.41 -0.11
C 1.990 2.240 -0.620 -0.19 -0.84 0.62
H 3.010 0.422 -0.286 -0.43 0.16 -0.21
H -5.504 -1.507 -1.551 0.41 0.23 0.03
H 3.277 -1.381 0.288 -0.23 -0.14 0.29
H -1.878 1.361 0.987 0.37 -0.27 -0.29
C 2.193 -3.234 2.918 -0.06 0.46 -0.14
H 5.883 2.366 -3.238 -0.20 0.05 0.16
C -4.590 -1.244 -0.995 -0.19 -0.13 0.19
H 1.978 4.818 -1.394 0.02 -0.09 -0.21
```
Positions in Å, forces in eV/Å.

Results of the Mulliken charge analysis, in e, for atoms 1 through 6: -0.757 1.361 0.331 -0.619 0.403 1.202



Record 2
Entry from the OMol25 dataset: a 2-piece molecular cluster, C24H27Br4N4O4 overall at a distorted geometry (the ωB97M-V functional and the def2-TZVPD basis).

Properties
LUMO energy: -2.2 eV
total charge: +1

```
63
Properties=species:S:1:pos:R:3:forces:R:3
C -3.186 -1.665 1.852 0.60 -0.03 -0.40
C 2.976 5.370 -0.976 0.33 0.40 0.56
C -3.298 -8.695 -1.748 0.29 0.12 -0.10
C -0.866 2.158 -0.846 0.46 0.51 0.10
C -2.190 -5.692 0.399 -0.15 0.40 0.44
C 3.034 3.246 -2.353 0.11 -0.05 0.27
N -3.125 -2.971 1.523 0.31 1.31 -0.31
C -2.014 -4.364 -0.361 -0.18 -0.15 0.16
H 1.310 4.860 0.891 0.01 -0.09 -0.21
O 5.306 8.127 1.175 -0.64 -0.12 -0.45
H 3.931 3.672 -2.816 -0.15 -0.03 0.08
H 2.271 5.670 -3.541 -0.10 -0.11 0.10
C -2.099 -6.874 -0.574 1.07 0.02 -0.51
C 4.538 7.234 0.481 1.17 0.56 0.85
C 4.170 4.985 -0.327 -0.17 0.24 -0.08
H 4.534 3.964 -0.364 -0.14 0.07 -0.11
Br 2.756 9.459 -0.010 0.32 -0.70 0.03
H -3.191 -5.716 0.831 0.11 0.08 0.41
H 6.106 7.681 1.497 -0.20 0.06 -0.08
H -4.145 -9.334 -1.493 0.09 0.23 0.07
H -3.426 -3.751 2.114 0.15 -0.09 0.11
H 1.099 4.360 -3.729 0.05 0.03 0.17
C 0.725 4.103 0.378 -0.21 -0.24 -0.20
C 1.512 5.080 -3.016 -0.14 0.24 0.12
C -0.324 3.503 1.088 0.72 0.14 -0.90
C 3.347 7.641 -0.128 -0.16 -0.32 -0.15
H -2.272 2.512 1.983 0.01 -0.35 -0.13
C 2.131 4.370 -1.789 0.24 -0.02 -0.37
H -4.060 -7.301 -0.335 0.06 -0.06 -0.01
H 1.660 7.084 -1.285 0.11 -0.13 -0.02
N -3.219 -7.563 -0.823 -0.78 -0.18 0.34
N -2.419 -0.966 0.989 -0.43 -1.14 0.34
H -0.289 -6.201 1.232 -0.17 -0.03 -0.20
N -1.190 -5.809 1.475 -0.03 -0.49 -1.25
Br 6.574 5.319 1.213 -0.50 0.23 -0.24
H 3.340 2.555 -1.563 0.06 0.05 -0.12
H 2.519 2.660 -3.120 -0.04 0.11 0.14
C 4.948 5.902 0.385 -0.90 -0.44 -0.62
H 0.695 5.745 -2.717 0.12 -0.01 -0.10
C 2.578 6.717 -0.839 0.38 -0.20 0.16
H -2.382 -9.290 -1.699 -0.12 0.20 0.06
C 1.003 3.740 -0.958 -0.53 -0.16 0.65
H -0.689 -5.624 4.755 0.01 0.00 -0.19
O -2.513 -5.089 3.142 -0.38 0.17 -0.18
H 0.536 -5.240 3.522 0.12 -0.07 0.01
C -1.847 -1.856 0.097 -0.31 -0.59 0.20
C 0.176 2.766 -1.547 -0.03 0.08 0.27
H 0.324 2.474 -2.582 0.02 0.05 0.14
H -3.713 -1.255 2.710 0.15 -0.13 -0.35
Br -1.972 0.903 -1.768 0.17 0.48 0.25
H -2.683 -4.366 -1.225 -0.02 -0.06 -0.07
H -0.993 -4.315 -0.748 -0.10 -0.01 0.01
H -3.418 -8.332 -2.771 0.02 -0.10 0.03
H -1.197 -1.614 -0.738 -0.25 0.30 0.44
Br -0.697 4.052 2.884 0.07 -0.21 -0.53
C -1.106 2.516 0.484 -0.21 0.17 0.43
C -0.338 -5.849 3.748 -0.16 -0.04 -0.11
C -1.440 -5.551 2.760 -0.33 0.20 1.07
H -0.075 -6.905 3.690 0.15 0.01 0.01
C -2.294 -3.103 0.424 0.38 -0.12 -0.27
O -2.111 1.933 1.212 -0.17 -0.04 -0.24
O -1.035 -7.118 -1.122 0.04 0.09 0.26
H -2.288 0.049 0.977 -0.18 -0.02 0.20
```
Positions in Å, forces in eV/Å.

Results of the Mulliken charge analysis, in e, for atoms 1 through 6: -0.263 -0.828 -0.878 -0.558 0.074 -2.040



Record 3
Entry from the OMol25 dataset: C24H27BrGeMgN3O2 as an isolated structure at a distorted geometry (the ωB97M-V functional and the def2-TZVPD basis).

Properties
LUMO energy: 1.7 eV
total charge: -1
ΔE to the lowest compared entry with this formula, charge and spin: 79.47 kJ/mol

```
59
Properties=species:S:1:pos:R:3:forces:R:3
H 1.504 3.848 3.234 -0.18 -0.06 0.29
H -0.052 -4.429 1.603 -0.87 -0.30 -0.62
N 2.868 1.785 -0.601 -0.41 0.21 -0.09
H 3.791 -3.571 3.233 0.16 0.00 -0.11
H -0.060 -1.202 2.686 0.30 0.13 -0.19
C -6.153 1.046 1.637 -0.49 -1.35 -2.03
O -0.150 0.325 -0.952 0.21 -0.42 -0.30
C -4.752 0.278 -0.143 0.06 0.24 -0.37
C -3.804 1.573 1.740 0.17 -1.22 -1.80
C -1.357 -1.441 -4.451 -1.98 0.37 0.27
C 2.059 2.877 1.434 -0.39 -0.45 -0.66
H 1.036 -2.477 -0.464 -0.49 0.29 -0.21
H 1.474 1.951 1.666 0.54 0.62 -0.05
N -2.534 0.751 -0.278 -1.12 -0.66 -0.82
H 3.876 6.108 0.521 0.06 -0.30 0.00
C 2.704 -0.848 -3.469 -0.21 0.66 -0.47
C -1.926 -0.373 -2.369 -1.65 -0.17 0.21
H -3.368 -1.041 -3.864 -0.15 0.03 0.18
C 3.421 4.159 -0.130 -0.79 -1.68 0.15
H 4.126 -2.021 2.490 0.48 0.43 -0.20
C -2.336 -0.960 -3.561 1.11 -0.75 -1.49
C -0.014 -1.292 -4.191 0.40 -0.97 -0.89
H -2.968 2.025 2.216 0.60 0.25 0.18
C 0.882 -4.530 2.099 1.03 0.89 0.59
C 0.355 -0.731 -3.013 1.00 0.62 1.59
H -4.730 -0.856 -1.973 0.30 0.19 0.01
C 3.699 -2.989 2.309 -0.19 -1.00 0.54
H 3.596 -0.399 -3.075 0.27 0.25 0.46
C -0.592 -0.290 -2.071 0.56 0.95 0.41
C 3.378 5.162 0.780 0.35 2.18 0.14
H -7.147 1.135 2.039 -0.06 0.04 0.30
H 2.509 -0.372 -4.430 0.09 -0.21 -0.21
H 2.697 -2.574 -0.488 0.30 0.20 0.17
Mg 1.915 0.102 -0.482 0.65 0.29 0.22
Br -1.963 -2.288 -6.077 0.33 0.29 0.52
Ge 1.829 -2.760 1.842 -0.04 0.56 -0.82
H 2.832 -1.909 -3.543 -0.02 -0.68 -0.18
H -5.263 2.086 3.209 0.34 0.03 -0.03
H -6.855 -0.113 -0.152 0.36 0.58 0.77
C 2.769 2.876 0.131 0.15 -0.80 0.78
C -5.048 1.588 2.267 -1.11 0.83 1.36
H 3.962 4.232 -1.046 0.37 0.20 -0.54
N -4.233 -0.221 -1.365 -1.09 0.18 1.07
C 2.692 5.160 1.990 -0.38 -1.34 0.62
C 2.037 3.937 2.300 0.29 0.70 -0.29
H -0.928 0.646 -0.386 0.05 -0.05 -0.35
C -6.023 0.367 0.409 -0.76 -0.33 -0.13
H 1.550 -0.414 2.898 -0.10 -0.08 -0.26
H 0.961 -1.620 4.028 0.11 -0.03 -0.16
C -2.917 0.080 -1.371 1.53 0.41 1.03
C -3.690 0.890 0.499 1.70 0.69 0.41
H 0.735 -1.705 -4.862 -0.20 0.22 0.05
C 1.901 -2.008 0.027 -0.28 -0.99 0.21
H 1.465 -5.390 1.772 -0.08 0.12 -0.32
C 0.994 -1.353 2.961 -0.32 -0.54 0.75
H 0.681 -4.672 3.156 -0.05 0.02 0.28
H 4.177 -3.544 1.486 0.05 0.40 0.33
H 2.748 5.937 2.745 0.04 0.14 -0.32
O 1.638 -0.532 -2.599 -0.52 0.13 0.04
```
Positions in Å, forces in eV/Å.

Results of the Mulliken charge analysis, in e, for atoms 1 through 6: 0.334 0.366 -0.732 0.370 0.269 -0.578



Number 1: gap between HOMO and LUMO 0.1871 Ha, HOMO level -10.75 eV, calculated total energy -6078.44806 Eh. Number 2: gap between HOMO and LUMO 0.3051 Ha, HOMO level -10.51 eV, calculated total energy -11746.66168 Eh. Number 3: gap between HOMO and LUMO 0.1183 Ha, HOMO level -1.50 eV, calculated total energy -6096.51856 Eh.